[1]
ORCA calculation (the ωB97M-V functional and the def2-TZVPD basis) on the ion C3H7NO3P with charge +1 in a non-equilibrium geometry.

```
15
Properties=species:S:1:pos:R:3:forces:R:3:lowdin_spin:R:1
C 0.88019 0.19135 1.02172 1.82 2.41 2.37 0.05
C 0.01045 -1.19381 -0.75901 -0.10 -3.21 -0.56 0.04
C -1.18775 0.73747 0.06701 0.75 1.22 -2.63 0.02
N -0.35271 -0.40267 0.47511 -0.82 -1.50 0.60 0.01
O 1.41553 1.33698 0.14405 -1.09 -2.18 0.42 0.21
O 1.03568 -0.63310 -1.43015 0.90 1.37 -0.17 0.26
O -0.70728 1.10055 -1.26656 -0.48 -0.82 0.42 0.20
P 0.95871 1.11270 -1.41962 -0.10 1.44 0.47 1.17
H 0.60084 0.81351 2.00914 0.74 -1.82 -2.13 0.00
H 1.64796 -0.59799 1.17524 -0.50 0.67 -0.12 0.00
H 0.48218 -2.13359 -0.41049 -0.94 0.00 0.20 0.01
H -0.83497 -1.38405 -1.44851 -0.09 0.20 1.00 0.00
H -2.24157 0.61879 -0.00626 -0.72 -0.73 0.00 0.00
H -0.92697 1.55159 0.66696 -0.03 1.16 1.39 0.00
H -0.78030 -1.11776 1.18137 0.65 1.77 -1.27 0.01
```
Forces are in eV/Å.

Highest occupied orbital energy (spin up / spin down) = -9.333 / -15.964 eV
LUMO energy (spin up / spin down) = -3.89 / -7.96 eV
Energy relative to the best compared isomer or geometry (same formula, charge and spin) = 1.362 eV
Electronic energy = -739.8588 hartree
Multiplicity = 3
HOMO-LUMO gap (spin up / spin down) = 5.45 / 8.00 eV
Net charge = +1


[2]
ORCA calculation (the ωB97M-V functional and the def2-TZVPD basis) on a cluster of 2 separate species, C7H13N in total in a non-equilibrium geometry.

```
21
Properties=species:S:1:pos:R:3:forces:R:3:nbo_charge:R:1
C 0.12789 -0.76197 -0.87157 0.57 1.24 0.26 -0.06
C -0.91109 -0.07468 -0.34168 0.10 -2.33 -1.32 -0.31
C 0.86525 -0.37186 -2.10179 0.58 0.39 0.22 -0.66
C 1.89211 0.61161 2.16008 0.01 0.17 0.04 -0.69
C 0.58953 1.34160 2.06938 -0.16 -0.68 -0.25 0.14
C -1.94319 -1.18529 -0.50546 -0.48 1.24 0.75 -0.17
C -2.68202 -1.11333 -1.60375 -0.49 -0.45 0.05 -0.46
N 0.27617 2.45298 2.55426 -0.37 0.94 0.31 -0.62
H 0.33819 -1.76095 -0.50006 -0.32 -0.19 -0.18 0.19
H 1.02383 2.91590 3.07393 0.17 -0.23 -0.05 0.32
H -0.19078 0.82218 1.49270 0.32 0.17 0.36 0.18
H -1.15287 0.92832 -0.66716 -0.07 0.03 -0.09 0.21
H -2.00009 -2.00105 0.19875 -0.05 -0.11 0.09 0.21
H 0.69014 -1.17542 -2.82037 0.08 0.04 -0.10 0.23
H 1.94265 -0.26628 -1.96880 0.12 -0.12 -0.05 0.22
H 0.47328 0.55241 -2.52073 0.02 0.04 0.01 0.22
H 2.28638 0.45456 1.15654 0.08 -0.06 -0.06 0.22
H 1.73285 -0.36943 2.60591 0.03 -0.08 0.02 0.23
H 2.62021 1.16587 2.75117 0.04 -0.01 0.01 0.21
H -2.55555 -0.31064 -2.31291 0.03 0.17 -0.06 0.19
H -3.42291 -1.85451 -1.84844 -0.20 -0.16 0.06 0.20
```
Forces are in eV/Å.

Highest occupied orbital energy = -8.147 eV
LUMO energy = 0.84 eV
Energy relative to the best compared isomer or geometry (same formula, charge and spin) = 3.679 eV
Electronic energy = -329.1362 hartree
SMILES = C=C/C=C/C.[H]/N=C\C
Multiplicity = 1
HOMO-LUMO gap = 8.99 eV


[3]
ORCA calculation (the ωB97M-V functional and the def2-TZVPD basis) on a cluster of 2 separate species, C4H8O2Si in total in a non-equilibrium geometry.

```
15
Properties=species:S:1:pos:R:3:forces:R:3:nbo_charge:R:1
C -0.18607 -1.15038 -0.61691 -0.67 1.97 -0.04 -0.61
C 0.52777 -1.58909 -1.64850 0.81 1.81 1.18 -0.51
C 2.34937 -0.22961 1.49620 -1.84 3.66 -0.42 -0.24
C -3.44769 1.38837 0.02649 2.50 -0.60 1.81 0.28
O 2.45111 -0.12150 0.07236 1.56 -0.88 0.20 -0.91
O -2.81844 0.96409 1.00464 -2.00 0.98 -2.39 -0.49
Si 1.16364 0.00031 -0.91313 0.08 -2.00 -0.29 1.47
H -1.14685 -1.11094 -0.14200 -0.33 -1.13 0.24 0.23
H 0.51498 -2.43565 -2.25561 -0.23 -1.21 -1.07 0.20
H 1.51364 -0.87912 1.77167 0.30 -0.06 0.16 0.18
H 2.04856 0.88243 1.65325 0.19 -1.83 1.21 0.17
H 3.24184 -0.37646 2.10552 0.27 -0.49 -0.86 0.20
H 1.18689 1.31278 -1.53071 -0.17 0.19 -0.29 -0.19
H -4.22358 2.11809 -0.02254 -1.27 0.69 1.32 0.11
H -3.17516 1.22668 -1.00071 0.79 -1.11 -0.76 0.10
```
Forces are in eV/Å.

Highest occupied orbital energy = -8.642 eV
LUMO energy = 0.39 eV
Energy relative to the best compared isomer or geometry (same formula, charge and spin) = 3.489 eV
Electronic energy = -597.0578 hartree
SMILES = CO[SiH]1C=C1.C=O
Multiplicity = 1
HOMO-LUMO gap = 9.03 eV


[4]
ORCA calculation (the ωB97M-V functional and the def2-TZVPD basis) on a cluster of 11 separate species, H22O11 in total.

```
33
Properties=species:S:1:pos:R:3:forces:R:3:nbo_charge:R:1
O 29.90398 -33.85204 20.99562 0.27 0.01 0.08 -0.97
H 29.78482 -33.85364 21.95457 -0.34 -0.14 -0.07 0.49
H 30.34220 -34.68386 20.79528 -0.05 0.02 -0.04 0.48
O 30.38379 -29.21239 25.69410 0.06 0.12 0.36 -0.97
H 31.21270 -29.01846 25.24182 -0.14 0.03 -0.16 0.50
H 30.40148 -28.66657 26.49065 0.13 -0.08 -0.03 0.49
O 29.96113 -27.55411 22.53461 -0.04 -0.17 -0.01 -0.99
H 29.10607 -27.92940 22.25654 -0.16 0.12 0.00 0.51
H 29.70393 -26.85211 23.13875 0.09 0.05 -0.02 0.48
O 27.65884 -29.58879 25.04285 0.31 0.36 0.38 -0.98
H 27.05899 -29.71403 25.78543 -0.08 -0.11 -0.15 0.50
H 28.52696 -29.34532 25.42261 -0.24 -0.16 -0.27 0.51
O 27.14671 -28.28002 22.55854 0.30 -0.14 0.09 -0.98
H 27.32075 -28.73110 23.40501 -0.29 0.09 -0.13 0.50
H 26.74453 -28.95114 21.99497 0.06 0.02 -0.02 0.49
O 28.80847 -31.30583 20.11481 -0.14 -0.05 -0.03 -0.97
H 29.26119 -30.86567 20.84243 0.08 -0.13 -0.08 0.47
H 29.00857 -32.24634 20.24997 0.05 0.22 0.01 0.49
O 30.32348 -32.39934 25.95648 0.12 -0.14 0.06 -0.96
H 30.53838 -31.46083 25.99431 -0.13 -0.01 -0.14 0.47
H 30.14360 -32.58159 25.02349 -0.14 0.20 0.16 0.49
O 31.00974 -30.11693 22.08317 0.23 0.48 0.35 -0.97
H 31.00324 -29.14825 22.22471 -0.10 -0.23 -0.09 0.51
H 31.89941 -30.41379 22.30296 -0.03 -0.05 -0.18 0.48
O 28.13118 -33.99290 23.44461 0.08 0.48 0.19 -0.99
H 27.17894 -34.12261 23.38627 0.03 -0.05 -0.07 0.48
H 28.25373 -33.01921 23.40388 0.05 -0.47 -0.18 0.50
O 26.04542 -32.59890 25.03710 0.10 0.16 0.15 -0.95
H 25.59131 -32.59446 25.88572 -0.01 -0.08 -0.05 0.47
H 26.97552 -32.75165 25.25349 -0.06 -0.12 -0.02 0.48
O 28.99398 -31.39256 23.41832 0.17 0.59 0.19 -1.03
H 28.38907 -30.80744 23.90745 0.01 -0.32 0.02 0.50
H 29.74178 -30.80824 23.16512 -0.22 -0.50 -0.28 0.50
```
Forces are in eV/Å.

Highest occupied orbital energy = -10.020 eV
LUMO energy = -0.43 eV
Energy relative to the best compared isomer or geometry (same formula, charge and spin) = 0.600 eV
Electronic energy = -840.8581 hartree
SMILES = O.O.O.O.O.O.O.O.O.O.O
Multiplicity = 1
HOMO-LUMO gap = 9.59 eV


[5]
ORCA calculation (the ωB97M-V functional and the def2-TZVPD basis) on a cluster of 2 separate species, C10H24N2O2 in total.

```
38
Properties=species:S:1:pos:R:3:forces:R:3:nbo_charge:R:1
C -0.59803 3.30508 -1.71255 -0.01 -0.03 -0.03 -0.61
C 0.59462 3.12007 -2.65327 -0.03 0.00 -0.05 -0.21
C 1.71664 4.09917 -2.31530 0.05 0.01 0.04 -0.61
C 1.08051 1.66454 -2.67190 -0.04 0.02 0.07 -0.41
C 1.82739 1.24694 -1.41643 0.02 -0.11 -0.05 -0.07
O 1.80351 -0.17075 -1.34343 0.06 0.02 0.01 -0.54
C 2.50758 -0.67713 -0.23150 0.01 0.11 -0.02 -0.07
C 1.89344 -0.31412 1.12658 0.04 0.02 -0.03 -0.25
N 0.43671 -0.25136 1.05787 0.04 -0.13 0.03 -0.85
H -0.40709 2.86376 -0.73292 0.01 0.01 0.02 0.21
H -1.49248 2.83004 -2.11875 0.01 -0.05 0.02 0.21
H -0.82548 4.36142 -1.55834 0.02 0.02 -0.05 0.20
H 0.25370 3.34604 -3.66892 0.00 0.03 0.01 0.20
H 2.00083 4.02577 -1.26212 0.00 -0.01 -0.01 0.20
H 2.61117 3.91443 -2.91418 -0.01 -0.02 -0.02 0.21
H 1.40007 5.12754 -2.49790 -0.01 -0.01 0.03 0.21
H 1.71828 1.49697 -3.54340 0.02 0.00 0.01 0.20
H 0.22248 0.99472 -2.77902 -0.01 0.03 0.02 0.21
H 1.35836 1.66546 -0.52284 -0.05 0.02 0.04 0.18
H 2.87236 1.58836 -1.44423 -0.03 0.02 0.01 0.16
H 3.54866 -0.32346 -0.25924 -0.01 -0.08 0.06 0.16
H 2.52427 -1.76070 -0.36194 -0.09 0.00 -0.01 0.18
H 2.26369 0.65771 1.46337 -0.02 0.02 -0.03 0.18
H 2.26600 -1.05585 1.84611 0.04 0.04 0.01 0.17
H 0.02818 -0.29568 1.98519 -0.05 0.03 -0.04 0.38
H 0.08017 -1.04017 0.53059 0.02 0.04 -0.02 0.35
C -2.21533 -1.94001 2.19274 0.02 -0.02 0.00 0.53
O -1.98411 -1.21096 3.13840 0.05 0.00 -0.03 -0.63
N -2.59785 -3.22733 2.30310 -0.03 0.00 0.03 -0.43
C -2.84977 -4.05712 1.14603 0.00 0.02 -0.01 -0.40
C -2.76141 -3.78379 3.63482 0.00 -0.02 -0.01 -0.42
H -2.12264 -1.60450 1.14593 -0.03 0.02 0.00 0.11
H -3.88143 -4.41464 1.13315 0.00 0.01 0.01 0.20
H -2.18294 -4.92162 1.12847 0.01 0.00 0.01 0.20
H -2.67839 -3.47323 0.24298 0.00 -0.01 -0.01 0.21
H -3.51371 -3.22952 4.19614 0.00 0.01 -0.01 0.22
H -1.82609 -3.73375 4.19265 0.01 0.00 -0.01 0.21
H -3.07185 -4.82233 3.54408 0.00 0.00 0.01 0.20
```
Forces are in eV/Å.

Highest occupied orbital energy = -9.088 eV
LUMO energy = 0.67 eV
Energy relative to the best compared isomer or geometry (same formula, charge and spin) = 0.000 eV
Electronic energy = -655.3919 hartree
SMILES = CC(C)CCOCCN.CN(C)C=O
Multiplicity = 1
HOMO-LUMO gap = 9.76 eV


[6]
ORCA calculation (the ωB97M-V functional and the def2-TZVPD basis) on a cluster of 2 separate species, C7H15NO in total in a non-equilibrium geometry.

```
24
Properties=species:S:1:pos:R:3:forces:R:3:nbo_charge:R:1
C -0.80195 -0.01177 0.61432 -1.95 -0.79 -0.73 0.10
C -0.80370 -0.03800 -0.96783 0.40 0.30 0.41 -0.09
C 1.39119 0.28230 -0.73968 0.65 -0.04 -0.71 -0.31
C -0.19157 -1.12397 1.42898 0.00 0.11 -0.23 -0.65
C -0.89610 1.34643 1.27134 0.15 0.00 -0.20 -0.62
C -0.62614 -1.19634 -1.91862 -0.04 0.05 0.18 -0.64
C 2.15834 1.20628 0.15089 -0.04 0.09 0.26 -0.68
N -2.12347 -0.38123 -0.02905 0.66 0.01 1.11 0.04
O -2.56117 -1.55311 0.11853 0.37 0.44 -0.34 -0.42
H -0.97879 0.93669 -1.41116 0.05 -0.13 0.07 0.22
H 1.66157 -0.76425 -0.63788 -0.17 -0.04 -0.01 0.18
H 1.38566 0.60890 -1.77652 -0.04 -0.08 0.02 0.18
H -0.87192 -1.35849 2.25286 0.13 0.09 -0.01 0.24
H 0.78709 -0.83572 1.81264 -0.07 0.01 0.11 0.21
H -0.07989 -2.04333 0.85504 -0.05 0.06 -0.06 0.23
H -1.36953 2.07717 0.61239 -0.01 -0.10 -0.01 0.22
H -1.51730 1.25892 2.16779 0.08 -0.05 -0.09 0.23
H 0.07879 1.73098 1.56446 -0.02 -0.02 0.02 0.22
H -0.31759 -2.09799 -1.38883 0.00 0.02 -0.06 0.22
H 0.08961 -0.97291 -2.70971 0.10 0.03 0.15 0.22
H -1.58144 -1.41112 -2.40357 -0.01 0.00 0.16 0.24
H 2.17478 0.86864 1.18976 -0.08 0.11 -0.02 0.21
H 1.78067 2.23046 0.10673 0.04 -0.05 0.07 0.21
H 3.21286 1.24146 -0.16290 -0.15 -0.02 -0.08 0.23
```
Forces are in eV/Å.

Highest occupied orbital energy (spin up / spin down) = -8.209 / -7.774 eV
LUMO energy (spin up / spin down) = 0.23 / 0.09 eV
Energy relative to the best compared isomer or geometry (same formula, charge and spin) = 6.716 eV
Electronic energy = -405.4905 hartree
Multiplicity = 1
HOMO-LUMO gap (spin up / spin down) = 8.44 / 7.86 eV